[1]
Entry from the OMol25 dataset: 3 unconnected molecules or ions with the total composition C12H30N9O3 (ωB97M-V/def2-TZVPD).

Structure (XYZ):
```
54
Properties=species:S:1:pos:R:3:forces:R:3
N -4.403 -3.223 1.878 -0.15 -0.03 0.07
C -3.415 -2.641 1.887 0.17 -0.13 -0.09
O -2.290 -1.946 1.839 -0.03 0.20 0.03
N -1.826 -1.875 0.551 -0.03 -0.05 -0.06
N -2.549 -1.253 -0.442 0.10 0.13 -0.17
C -1.773 -1.371 -1.538 0.09 -0.07 -0.07
N -2.089 -0.913 -2.731 0.05 0.02 -0.06
N -3.266 -0.217 -3.040 -0.18 -0.48 0.55
N -0.622 -2.019 -1.248 -0.04 0.02 0.06
C -0.675 -2.327 0.032 -0.10 -0.01 0.04
C 0.364 -3.054 0.833 0.08 -0.16 -0.06
N 1.376 -3.719 0.051 -0.20 0.06 -0.12
H -3.465 -0.848 -0.314 -0.01 -0.04 0.15
H -1.423 -1.061 -3.474 0.01 0.10 -0.01
H -4.029 -0.889 -3.086 -0.03 0.05 -0.18
H -3.483 0.476 -2.312 0.16 0.50 -0.54
H 0.826 -2.332 1.516 -0.06 0.02 0.04
H -0.156 -3.796 1.444 0.05 0.08 0.15
H 1.013 -4.567 -0.367 0.06 -0.02 0.00
H 1.709 -3.131 -0.705 0.15 0.01 0.09
C -2.771 4.013 -2.797 0.03 -0.03 0.00
C -4.150 3.695 -2.236 0.09 -0.05 -0.16
C -4.681 4.719 -1.231 -0.07 0.02 0.02
O -4.065 4.644 0.039 0.09 -0.07 -0.03
C -2.868 5.389 0.188 -0.04 0.06 0.05
N -4.133 2.342 -1.648 -0.04 -0.36 0.36
H -1.986 3.823 -2.063 -0.02 0.02 0.01
H -2.567 3.391 -3.668 0.01 -0.02 0.01
H -2.703 5.058 -3.101 0.00 0.00 0.00
H -4.855 3.675 -3.071 -0.02 0.02 0.02
H -5.740 4.514 -1.057 0.00 0.01 0.03
H -4.604 5.735 -1.637 0.03 -0.02 -0.03
H -2.912 6.323 -0.379 0.01 0.00 0.00
H -1.987 4.825 -0.130 0.00 0.01 -0.03
H -2.765 5.626 1.245 0.00 0.00 0.00
H -5.082 2.094 -1.377 -0.04 0.10 -0.02
H -3.634 2.417 -0.763 -0.05 0.15 0.02
C 5.372 -1.032 3.364 -0.01 0.02 0.02
C 4.781 -2.310 2.782 0.00 0.07 0.06
C 5.660 -2.984 1.724 0.00 -0.08 -0.01
O 5.656 -2.336 0.466 -0.03 0.07 0.02
C 6.577 -1.270 0.325 0.03 -0.04 -0.05
N 3.433 -2.032 2.273 -0.19 -0.07 -0.09
H 5.289 -0.200 2.663 0.01 -0.02 -0.01
H 4.834 -0.750 4.268 -0.02 0.01 -0.01
H 6.424 -1.162 3.618 0.00 0.00 0.00
H 4.677 -3.031 3.599 0.02 -0.02 -0.02
H 5.263 -3.985 1.537 0.00 0.01 -0.03
H 6.689 -3.098 2.088 -0.01 0.03 0.03
H 7.503 -1.474 0.871 0.00 0.01 0.00
H 6.166 -0.319 0.674 0.02 -0.01 0.03
H 6.809 -1.179 -0.735 0.00 0.00 0.00
H 3.003 -2.908 1.985 0.11 -0.04 -0.03
H 3.544 -1.506 1.409 0.02 0.02 0.01
```
Forces are in eV/Å.

* net charge: +1
* HOMO: -11.19 eV
* E_LUMO: -3.16 eV

Atomic partial charges in e from the Löwdin method, atoms 1 to 4: 0.23, -0.26, 0.13, -0.03

***

[2]
Entry from the OMol25 dataset: a molecular structure, H12IO6 (ωB97M-V/def2-TZVPD).

Structure (XYZ):
```
19
Properties=species:S:1:pos:R:3:forces:R:3
I -0.045 -0.133 0.008 -2.17 3.30 0.92
O -1.437 -0.839 2.236 -1.97 -1.18 2.63
H -1.025 -0.537 1.427 -1.11 -0.58 1.24
H -0.904 -1.584 2.513 0.06 -0.24 0.02
O 2.392 -0.683 -0.560 4.19 -1.17 -0.62
H 2.775 0.184 -0.426 0.15 0.30 -0.06
H 1.451 -0.523 -0.623 2.55 -0.76 -1.52
O -0.241 0.052 -2.713 -0.42 0.24 -2.99
H -0.051 0.181 -1.783 0.05 0.46 -1.48
H -0.037 -0.870 -2.873 0.04 -0.26 -0.01
O -1.003 -2.480 -0.471 -1.63 -4.35 -0.88
H -1.937 -2.291 -0.380 -0.27 -0.02 0.05
H -0.574 -1.634 -0.344 -0.84 -2.96 -0.82
O 0.962 2.401 -0.728 1.12 2.27 -0.94
H 0.609 1.565 -0.424 0.19 0.77 -0.05
H 0.678 3.035 -0.070 -0.03 0.11 0.26
O -0.355 1.550 2.041 -0.17 3.11 2.46
H -0.033 0.851 1.472 0.48 0.99 1.72
H -1.225 1.756 1.699 -0.21 -0.03 0.07
```
Forces are in eV/Å.

* net charge: -1
* HOMO: -5.13 eV
* E_LUMO: 3.41 eV

Atomic partial charges in e from the Löwdin method, atoms 1 to 4: 1.65, -0.17, -0.28, 0.03

***

[3]
Entry from the OMol25 dataset: C7H10 in the gas phase (ωB97M-V/def2-TZVPD).

Structure (XYZ):
```
17
Properties=species:S:1:pos:R:3:forces:R:3
C 1.402 0.442 -2.227 -2.67 0.50 -0.96
C 2.493 0.427 -1.490 2.98 0.50 0.28
C -0.010 0.710 -1.590 -0.25 -1.02 1.16
C -0.079 -0.050 -0.239 -3.92 0.42 0.66
C -1.172 -0.134 0.606 1.71 1.35 0.24
C -1.171 -0.997 1.807 0.03 -0.96 1.74
C -1.809 -0.653 2.973 1.87 -2.62 -1.12
H 1.410 0.290 -3.371 0.28 0.19 2.08
H 3.451 0.300 -2.060 -0.89 -0.04 0.61
H 2.744 0.667 -0.384 -1.36 -0.56 -1.88
H -0.967 0.389 -2.115 1.68 -0.01 -0.13
H -0.244 1.767 -1.399 0.62 0.02 -0.12
H 0.632 -0.735 0.093 1.65 -1.13 -0.44
H -1.865 0.717 0.762 -0.12 -0.62 -0.95
H -0.631 -2.001 1.815 -0.27 1.63 -0.24
H -2.510 0.113 2.895 -0.92 1.53 0.51
H -1.673 -1.253 3.924 -0.42 0.82 -1.41
```
Forces are in eV/Å.

* HOMO: -8.34 eV
* SMILES: C=C/C=C/CC=C
* E_LUMO: 0.91 eV

Atomic partial charges in e from the Löwdin method, atoms 1 to 4: -0.19, -0.05, -0.18, -0.11